(1)
DFT (the ωB97M-V functional and the def2-TZVPD basis) results for a cluster of 10 separate species, C39H54O19 in total.

```
112
Properties=species:S:1:pos:R:3:forces:R:3
C 21.282000 10.205000 7.722000 0.29 -2.82 -0.63
C 29.982000 8.327000 9.834000 -1.38 -0.57 1.94
C 22.806000 10.215000 7.548000 -0.93 1.65 -2.29
H 29.810000 8.783000 6.540000 -1.75 2.00 0.24
O 21.747000 16.110000 2.060000 -1.43 -0.37 2.86
H 27.352000 13.602000 12.129000 1.47 -4.18 2.23
C 26.643000 14.932000 3.319000 -0.95 2.28 -3.09
O 25.646000 16.867000 0.277000 0.61 -0.52 3.24
O 30.532000 3.634000 4.170000 -0.98 0.33 0.01
O 21.266000 15.334000 4.512000 0.36 -0.24 -1.05
C 25.830000 15.618000 4.439000 2.96 -2.81 -1.41
O 29.230000 10.662000 9.744000 0.58 -4.66 -0.69
C 28.963000 9.394000 9.720000 -2.12 7.26 2.60
H 23.998000 9.795000 9.286000 -1.26 -0.53 0.27
H 26.846000 15.125000 12.589000 0.31 0.14 -1.03
C 23.184000 12.488000 1.957000 0.61 -0.58 -4.20
C 22.138000 14.842000 2.391000 1.82 -1.85 -4.37
C 27.072000 14.464000 11.731000 -1.32 1.99 -0.45
C 29.424000 6.836000 5.560000 8.53 -0.27 0.44
C 25.755000 16.594000 1.514000 0.35 -1.82 -4.14
O 25.978000 15.243000 5.608000 -1.05 1.16 -1.94
C 24.990000 17.200000 2.496000 -1.95 0.53 6.09
C 28.087000 11.063000 6.372000 -0.32 -0.14 -0.27
H 24.093000 18.102000 4.520000 -0.84 0.59 0.93
C 28.117000 14.763000 10.752000 0.25 3.40 0.95
C 30.566000 4.794000 4.819000 6.70 0.85 1.07
H 28.434000 13.268000 9.396000 0.92 -3.22 0.02
H 30.090000 11.586000 5.881000 2.48 -2.08 -0.65
O 30.738000 8.665000 6.670000 1.50 -2.43 -1.28
H 22.581000 17.240000 8.456000 2.06 -2.82 -0.60
H 35.149000 13.263000 8.082000 0.37 0.72 -0.70
H 23.128000 16.211000 6.981000 -0.33 -0.22 -0.09
O 24.698000 15.671000 9.567000 -1.06 -1.74 -1.68
C 23.784000 13.658000 8.467000 1.36 1.40 0.20
H 24.468000 13.563000 7.566000 0.04 -0.79 1.50
O 27.388000 14.805000 0.926000 -1.70 0.83 0.72
H 34.687000 10.798000 4.629000 0.19 -0.89 0.69
C 29.223000 12.047000 6.122000 -4.77 -5.29 -5.95
C 27.975000 14.175000 9.352000 -2.70 0.91 2.00
H 26.250000 14.143000 11.154000 -1.71 0.24 -0.31
C 23.721000 9.320000 8.322000 -3.36 0.91 1.85
H 28.678000 14.755000 8.910000 1.49 1.98 -2.64
H 26.588000 11.935000 7.658000 -0.05 -0.66 -0.06
H 23.890000 13.067000 9.454000 0.60 0.88 -1.92
H 33.329000 12.757000 3.718000 -1.37 -0.46 0.67
H 32.899000 11.956000 9.368000 0.47 -0.01 -0.87
C 23.058000 12.263000 3.390000 0.33 2.47 6.01
H 23.637000 11.021000 4.695000 0.21 -0.22 1.11
C 29.309000 5.479000 4.982000 -0.42 3.37 1.00
O 23.598000 11.601000 1.182000 -0.70 1.34 1.92
O 24.040000 11.341000 3.888000 -3.17 1.89 -1.90
H 34.060000 8.922000 4.566000 0.07 2.54 -0.25
H 21.149000 16.542000 2.973000 2.58 -2.37 -3.13
C 22.311000 13.213000 4.326000 2.20 -2.05 -10.34
H 33.488000 9.921000 5.881000 0.85 1.00 -1.70
H 26.861000 10.316000 9.815000 1.34 -2.48 -0.08
H 27.055000 8.457000 10.588000 0.37 1.75 -2.54
H 27.421000 8.893000 8.631000 -1.64 -0.02 1.47
H 29.390000 12.614000 6.807000 1.67 6.87 8.34
H 22.067000 15.585000 8.282000 -1.98 -0.81 -0.63
O 28.224000 5.044000 4.637000 0.43 -0.93 -0.17
H 31.747000 11.478000 8.205000 1.25 0.24 -0.75
H 26.904000 14.106000 8.950000 1.76 0.47 0.57
C 31.967000 6.683000 5.983000 2.07 0.23 0.58
C 31.855000 5.422000 5.303000 -7.61 -1.15 -1.13
H 24.332000 18.024000 2.090000 0.64 -0.93 1.09
O 33.022000 7.066000 6.533000 -1.76 -0.62 -1.02
H 27.295000 14.162000 3.732000 -0.10 0.01 -0.75
H 20.661000 9.484000 7.083000 1.49 -0.44 1.48
C 24.998000 16.719000 3.935000 -0.54 2.11 -3.14
C 33.126000 13.172000 7.538000 -3.99 1.05 -1.05
H 26.320000 12.259000 6.019000 0.16 -1.18 0.43
H 22.414000 13.121000 5.277000 0.39 -0.83 6.01
C 22.931000 16.127000 8.048000 -0.42 2.33 0.49
H 34.440000 14.837000 7.144000 0.61 -2.19 0.41
C 33.877000 10.065000 4.788000 -1.34 -1.70 0.68
H 28.971000 12.623000 5.283000 -0.58 1.05 -1.31
C 22.819000 13.796000 1.408000 -3.72 7.46 2.18
H 27.102000 14.983000 -0.028000 0.02 0.34 2.10
H 22.865000 13.393000 8.015000 -1.33 -0.01 -0.19
C 32.399000 12.171000 4.026000 1.05 -0.57 1.81
H 34.735000 13.234000 6.315000 0.82 -0.35 -0.92
C 32.718000 10.629000 3.948000 -1.68 0.56 -0.32
H 29.567000 3.507000 3.942000 0.93 -0.04 0.19
H 29.672000 7.663000 9.044000 0.78 -0.82 -0.36
H 30.937000 8.821000 9.762000 0.42 -0.38 -0.30
C 34.542000 13.682000 7.258000 -1.96 1.01 1.68
H 22.782000 14.401000 0.340000 0.66 -2.77 2.52
C 23.920000 15.199000 8.723000 1.10 1.77 2.85
C 26.623000 11.390000 6.694000 0.48 2.74 -0.58
C 27.372000 9.251000 9.729000 1.50 -1.25 -0.03
H 28.525000 7.151000 5.837000 -3.47 2.36 1.10
C 32.831000 11.784000 8.258000 -4.02 5.41 2.30
H 20.698000 10.947000 7.365000 -0.29 3.93 -2.22
O 31.933000 9.935000 3.341000 0.53 -0.40 0.14
H 23.202000 8.358000 8.354000 0.63 -0.04 0.62
H 32.804000 5.189000 5.150000 3.74 -2.68 -1.21
H 25.891000 10.570000 6.608000 0.80 0.32 0.06
O 23.212000 10.952000 6.644000 0.26 -0.85 0.93
H 29.871000 7.756000 10.870000 0.14 1.23 -2.17
H 24.662000 9.337000 7.986000 3.34 -0.58 -2.45
O 28.951000 15.622000 11.071000 -0.45 -1.74 -1.35
H 20.913000 10.363000 8.684000 -0.20 -1.32 2.35
C 30.792000 7.487000 5.992000 -7.76 -0.68 0.01
O 28.349000 9.898000 6.207000 0.10 -1.72 0.18
H 31.465000 12.536000 3.533000 1.00 -0.79 -0.03
C 21.822000 14.511000 3.773000 0.02 -1.73 2.56
H 32.182000 12.243000 5.164000 0.68 0.59 -1.71
H 33.516000 11.152000 7.979000 3.48 -4.00 -1.46
C 26.583000 15.399000 1.914000 2.08 -2.50 2.79
O 32.144000 13.835000 7.093000 2.86 -1.92 1.44
O 24.340000 17.286000 4.977000 0.32 0.52 -2.44
```
Positions in Å, forces in eV/Å.

Computed properties:
- gap between HOMO and LUMO (eV) = 6.3
- SMILES string = O=C1C=C(O)C(=O)C=C1O.O=C1C=C(O)C(=O)C=C1O.O=C1C=C(O)C(=O)C=C1O.CC(C)=O.CC(C)=O.CC(C)=O.CC(C)=O.CC(C)=O.CC(C)=O.CC(C)=O
- HOMO (eV) = -8.707
- E_LUMO (eV) = -2.45
- 2S+1 = 1

(2)
DFT (the ωB97M-V functional and the def2-TZVPD basis) results for a structure of composition C39H55Cl2Ge2HfN2SSeSi2.

```
105
Properties=species:S:1:pos:R:3:forces:R:3
Si 3.104880 2.053417 -2.210667 0.02 0.06 -0.12
C -3.624059 -2.576238 -4.198751 -0.03 -0.04 -0.01
H -4.632173 0.067596 0.765079 0.03 0.04 0.02
C 2.483693 2.945996 2.046678 0.06 0.00 -0.04
C -3.020944 -2.671778 0.278140 -0.03 0.07 0.00
N -2.766149 4.011102 -0.913501 -0.05 -0.04 0.03
C 2.109619 3.647019 -2.261272 0.08 0.03 0.02
H 0.796825 -3.740568 1.990328 -0.01 -0.01 0.01
H -3.651414 -1.917750 0.737160 0.03 -0.03 -0.02
H 0.427983 3.091526 2.639738 0.01 -0.01 -0.03
H 1.377893 -2.193586 -0.205032 0.04 0.03 0.12
C -3.592730 -1.597267 -3.219182 -0.15 0.06 0.09
H -3.859060 -2.181778 3.310106 0.00 0.04 -0.01
H 5.806866 -0.210891 -0.724547 -0.01 -0.03 0.04
H -0.240735 1.921880 -3.073228 0.10 -0.04 0.10
H -4.029094 4.670707 0.604306 -0.02 0.01 -0.04
H -1.645377 2.327288 3.121137 0.00 -0.05 0.01
H 2.275123 0.802004 -4.219802 0.04 0.03 0.03
Cl 0.226965 -3.378538 -4.803450 0.01 -0.04 -0.04
S 0.406256 -1.010729 -2.758249 0.06 -0.15 -0.29
C 3.192279 1.326021 -3.935144 0.01 0.01 0.04
Se -0.457970 2.539202 -0.172268 -0.04 0.10 0.08
C 1.349977 -3.903515 4.039964 -0.01 0.02 0.03
H -2.461612 -3.900427 -5.429931 0.01 0.03 0.04
H -0.710376 3.006219 -4.382553 -0.03 0.04 0.00
H 5.479866 -1.584633 0.320771 -0.06 0.04 -0.02
H 3.355042 2.127406 -4.661220 0.02 -0.03 0.03
Ge -0.994968 -1.242305 1.708545 -0.23 -0.36 0.45
C 2.408905 0.731360 -1.035137 0.33 -0.08 0.08
H 0.208529 -3.644128 -0.078125 0.00 -0.01 -0.01
H 4.679369 3.245173 -0.723651 0.01 -0.05 -0.03
Hf 0.453935 0.032099 -0.597151 -0.18 0.32 -0.10
H 4.577863 0.436144 2.943163 -0.02 0.01 -0.01
C 0.720785 -3.286658 2.969264 0.00 0.02 0.02
H 2.562443 1.142793 0.001188 -0.11 0.04 -0.03
C -1.156608 -1.673406 -3.224793 -0.09 0.10 0.11
C 4.790685 2.613153 -1.610497 -0.05 0.02 -0.03
H -3.542245 1.451833 0.571354 0.01 0.01 0.03
C -0.019818 -2.114909 3.152225 -0.08 0.01 -0.05
H -3.138602 2.189670 4.055815 0.01 -0.04 -0.01
H -3.289523 3.910006 -4.123860 0.01 0.00 0.05
C 3.656504 0.992756 2.826731 0.00 0.02 -0.01
C 3.753684 -1.919646 -2.362915 -0.01 0.03 0.01
H 2.928067 -2.021831 -3.066166 0.04 0.04 0.05
H -4.783089 -0.846686 4.019951 0.06 -0.01 -0.01
C -2.250505 1.647157 3.722349 -0.01 -0.04 -0.08
C 3.655023 2.206028 2.143623 0.00 -0.02 0.05
H -4.574196 -2.922476 -4.584445 0.04 0.02 0.02
C -1.223558 -2.679467 -4.194270 -0.03 0.05 0.05
C -3.628956 -3.698923 -0.425360 0.09 -0.07 -0.06
Si 3.441574 -0.870061 -0.853083 0.00 0.00 0.16
C -4.078642 0.840779 1.297854 0.02 -0.04 0.06
Ge -2.870028 0.115232 2.667011 -0.01 0.05 0.00
H 5.042750 0.045190 0.850080 0.01 0.01 -0.06
C -1.785731 3.195937 -1.346777 -0.04 0.08 0.10
C -2.849533 -4.673719 -1.040592 -0.03 0.08 0.01
C -3.527943 4.422159 -1.987616 -0.03 0.05 0.11
H 1.124994 3.582971 -2.723757 0.04 -0.01 0.03
H -0.852076 -5.380176 -1.391298 -0.03 0.02 0.01
H 2.482086 3.897865 1.528597 0.01 0.00 0.04
H -4.799746 1.478398 1.816974 0.03 -0.05 -0.02
C 0.482020 -2.219798 5.524034 0.04 -0.06 -0.02
H 1.727344 -3.853294 6.153493 -0.01 0.02 -0.02
H 1.960246 -1.180891 1.207311 -0.01 0.00 -0.07
H 2.703667 4.348454 -2.858967 -0.06 -0.03 0.03
C 5.087636 -0.617501 -0.010807 -0.03 -0.06 -0.02
H -0.744142 -0.722164 4.633036 0.04 -0.01 0.01
C 2.485625 0.507252 3.390821 -0.01 -0.01 0.06
H -3.318282 -5.473585 -1.600802 0.02 0.03 0.03
H -2.643974 3.716522 1.156828 0.01 -0.08 0.01
H 4.573244 2.582932 1.709345 -0.02 -0.01 0.01
C -3.776761 -1.210092 3.797204 -0.01 0.07 -0.02
C -1.082276 2.346651 -3.601658 -0.07 -0.03 -0.14
H 5.480728 1.808175 -1.363628 0.00 0.00 -0.04
H 2.680686 -2.687978 0.811171 0.04 0.00 -0.12
C 1.320101 2.478398 2.646787 -0.02 0.08 0.00
C 2.259824 -1.797156 0.338251 -0.03 0.14 -0.09
C 1.238902 -3.367737 5.318342 -0.04 0.05 -0.04
H -1.665793 1.542666 -4.046982 -0.02 -0.01 0.00
C -0.866163 -3.611601 -0.184172 -0.02 0.04 0.01
H 1.995699 4.088934 -1.266964 -0.01 -0.04 -0.08
H 2.485728 -0.432115 3.933521 0.01 0.03 -0.02
C -1.468185 -4.621539 -0.923973 -0.02 0.00 -0.01
H 5.262110 3.229172 -2.383129 -0.03 -0.04 0.05
H 4.623118 -1.534369 -2.901543 -0.05 0.00 -0.01
H -2.405171 5.391324 0.633001 0.03 0.02 -0.04
H 4.021901 -2.922174 -2.011604 0.00 0.04 -0.03
C -2.366172 -1.177305 -2.748294 0.09 -0.08 -0.08
H -4.369545 5.083405 -1.870543 0.04 -0.02 0.01
H -4.505564 -1.174191 -2.818417 0.05 -0.03 -0.03
C 1.317389 1.259351 3.311225 0.14 -0.04 -0.05
H -3.238752 -1.339484 4.736916 -0.01 0.00 -0.06
Cl -2.326594 0.045843 -1.499059 0.16 -0.09 0.02
H 0.370845 -1.809872 6.519746 0.01 -0.02 -0.01
H -1.687486 1.361343 4.609863 -0.01 -0.01 -0.03
H 0.431735 0.923519 3.828088 -0.07 -0.01 -0.06
H -4.709270 -3.741508 -0.490639 0.03 0.00 -0.01
H 4.021975 0.622817 -4.041355 -0.05 0.00 0.01
C -3.000551 3.852830 -3.087900 0.09 -0.04 -0.06
H 1.917140 -4.811948 3.880627 -0.01 0.02 0.01
C -2.445294 -3.125222 -4.674651 0.03 -0.06 -0.06
C -1.628182 -2.611857 0.427714 -0.02 -0.07 0.07
N -1.912936 3.106984 -2.678038 0.01 -0.07 -0.09
C -0.139435 -1.603621 4.448538 -0.02 0.02 -0.03
C -2.970167 4.478403 0.457431 -0.02 0.01 -0.01
```
Positions in Å, forces in eV/Å.

Computed properties:
- charge = +2
- gap between HOMO and LUMO (alpha / beta) (eV) = 7.3 / 6.2
- HOMO (alpha / beta) (eV) = -12.872 / -13.703
- E_LUMO (alpha / beta) (eV) = -5.58 / -7.52
- 2S+1 = 2

In eV/A, the F_max values for the records above are, in order, 10.9; 0.6.
In eV, the E values for the records above are, in order, -80201.69952; -275625.76423.